# C3H10NO

2 unconnected molecules or ions with the total composition C3H10NO (wB97M-V/def2-TZVPD, the OMol25 dataset).

The geometry in XYZ format:
```
15
Properties=species:S:1:pos:R:3:mulliken_charge:R:1
O 1.84958 0.38372 0.68927 -0.4927
N -1.62259 -0.22776 0.24773 -0.0039
H 2.04518 0.77514 1.54737 0.2968
H 2.72292 1.95264 -0.36932 0.2798
C -2.53223 -0.68882 1.01608 -0.0757
H -1.78457 -1.68670 -1.22600 0.2990
C -1.34288 -0.69877 -1.12755 -0.6252
H -1.19760 0.65370 0.53725 0.2882
H -2.94248 -0.05568 1.79698 0.2737
H 2.86131 0.36425 -1.13169 0.2230
H -2.72100 -1.75124 0.92112 0.2659
C 2.87439 0.88605 -0.18124 -0.5543
H -1.77978 0.05226 -1.77282 0.3224
H 3.83915 0.78211 0.31544 0.2664
H -0.26942 -0.74090 -1.26262 0.2367
```

Properties
- Charge: +1
- HOMO energy: -13.722 eV
- Lowest unoccupied orbital energy: -0.1981 Ha

---

# C3H10NO2

2 unconnected molecules or ions with the total composition C3H10NO2 (wB97M-V/def2-TZVPD, the OMol25 dataset).

The geometry in XYZ format:
```
16
Properties=species:S:1:pos:R:3:mulliken_charge:R:1
O 2.44613 2.49229 0.61995 -0.6872
N -0.27434 -1.99390 0.63432 -0.7435
H 0.44733 -1.15833 -1.77165 0.3172
H -0.32846 -1.73217 1.61415 0.2245
H 0.67593 -1.79476 0.33294 0.2979
C -1.08284 -1.05813 -0.22637 0.4744
H -2.38052 0.67030 -0.17343 0.3020
O 0.60493 0.60357 -0.63972 -0.8311
C -1.93936 -0.04537 0.52899 -1.2891
H 2.68394 1.85120 1.31965 0.2766
H -1.32053 0.48645 1.22820 0.3304
C -0.13073 -0.33742 -1.21730 -0.9807
H -2.76763 -0.66782 0.89696 0.3602
H -0.89499 0.03566 -1.98797 0.2614
H 1.91101 1.81201 0.12639 0.4698
H -1.67191 -1.81872 -0.78119 0.2172
```

Properties
- Charge: -1
- HOMO energy: -3.064 eV
- Lowest unoccupied orbital energy: 0.1571 Ha

---

Q: What is the formula in the second record?
A: C3H10NO2